The following is a DFT calculation (wB97M-V/def2-TZVPD) of a 2-piece molecular cluster, C10H16 overall.

Positions of all 26 atoms, in Å:
C 0.1723 -0.9001 -3.1433
C -0.0050 0.3831 -2.3205
C 0.7979 0.3700 -1.1673
C 0.8377 1.3890 -0.2439
C -0.0146 2.5040 -0.5225
C -0.7926 2.4983 -1.6466
C -0.9644 1.3700 -2.4656
H 1.2652 -1.0381 -3.4027
H -0.3138 -0.8246 -4.1196
H -0.1086 -1.8177 -2.6614
H 1.3959 -0.5427 -0.9400
H 1.0817 1.2346 0.7905
H 0.0031 3.2562 0.2655
H -1.4664 3.2905 -1.9569
H -1.6222 1.2804 -3.3096
C 0.9852 -1.7893 1.9843
C -0.4017 -1.1654 1.9608
C -0.7696 -0.4356 3.2663
H 1.1209 -2.8334 1.6404
H 1.6966 -1.2857 1.3218
H 1.3246 -1.8782 3.0287
H -0.4840 -0.4270 1.1315
H -1.2067 -1.8679 1.7769
H -0.5886 -1.1554 4.0943
H -0.1294 0.4464 3.3389
H -1.8137 -0.0613 3.2998

Values from the calculation:
- largest force on an atom (eV/Å) = 2.97
- HOMO (eV) = -9.04
- molecular weight (g mol⁻¹) = 136.24
- ΔE to the lowest compared entry with this formula, charge and spin (kJ/mol) = 118.5
- spin multiplicity = 1
- structure (SMILES) = Cc1ccccc1.CCC
- energy (eV) = -10628.5157
- lowest unoccupied orbital energy (eV) = 0.983
- total charge = 0
- Kohn-Sham gap (Eh) = 0.36844


The following is a DFT calculation (wB97M-V/def2-TZVPD) of an isolated molecule of C2F3N.

Positions of all 6 atoms, in Å:
C 0.3632 0.9426 1.8259
F 0.1042 0.6603 -1.4451
F 0.6694 -1.3465 -0.5267
F -1.3749 -0.3862 -0.2189
N 0.2872 0.3592 0.8124
C -0.0492 -0.2293 -0.4477

Values from the calculation:
- largest force on an atom (eV/Å) = 3.61
- HOMO (eV) = -12.20
- molecular weight (g mol⁻¹) = 95.02
- ΔE to the lowest compared entry with this formula, charge and spin (kJ/mol) = 95.4
- spin multiplicity = 1
- energy (eV) = -11714.8640
- lowest unoccupied orbital energy (eV) = 0.839
- total charge = 0
- Kohn-Sham gap (Eh) = 0.47915


The following is a DFT calculation (wB97M-V/def2-TZVPD) of C8H24CaF2O4 as an isolated structure.

Positions of all 39 atoms, in Å:
Ca 0.9344 0.3553 -0.1923
F 3.0165 -0.6123 -0.2680
F 2.3472 2.2143 0.2533
C 1.5389 0.9927 3.5145
C 1.7389 -0.3367 2.8913
O 0.6647 -0.4878 1.9750
H 0.5468 0.9866 3.9659
H 1.5407 1.7851 2.7660
H 2.2805 1.1958 4.2871
H 1.8268 -1.0588 3.7030
H 2.7360 -0.2822 2.4544
H 0.0486 -1.0962 2.3896
C -2.5513 2.6623 1.2574
C -1.8839 1.3274 1.2614
O -1.2511 1.1379 0.0845
H -2.9653 2.9445 2.2255
H -3.3497 2.6185 0.5166
H -1.8283 3.4711 1.1514
H -2.5730 0.5250 1.5249
H -1.0707 1.2885 1.9861
H -1.8216 1.4412 -0.6255
C -0.1225 -0.0054 -3.8234
C 1.1920 0.6766 -3.2976
O 0.9621 1.4545 -2.1970
H -0.3961 -0.9818 -3.4237
H 0.0430 -0.1033 -4.8963
H -0.9769 0.6697 -3.7748
H 1.6284 1.3590 -4.0269
H 1.9282 -0.1002 -3.0912
H 0.5851 2.2403 -2.5994
C -0.7986 -3.4756 -0.0554
C -0.0505 -2.8532 -1.1582
O -0.3075 -1.4197 -1.0965
H -1.8292 -3.1317 0.0329
H -0.3959 -3.2365 0.9289
H -0.9080 -4.5320 -0.3005
H -0.2465 -3.3358 -2.1157
H 1.0030 -2.9545 -0.8971
H -1.2354 -1.3424 -1.3303

Values from the calculation:
- largest force on an atom (eV/Å) = 4.28
- HOMO (eV) = -7.86
- molecular weight (g mol⁻¹) = 262.35
- ΔE to the lowest compared entry with this formula, charge and spin (kJ/mol) = 0.0
- spin multiplicity = 1
- energy (eV) = -40750.2466
- lowest unoccupied orbital energy (eV) = -0.304
- total charge = 0
- Kohn-Sham gap (Eh) = 0.27786